# 1
The following is a quantum chemistry calculation of C51H47GeN4ORhS4 as an isolated structure, from OMol25.

XYZ file:
```
109
Properties=species:S:1:pos:R:3:forces:R:3:mulliken_charge:R:1
Rh -0.105900 -0.221900 -0.078500 0.4726 1.0851 -0.0573 1.982
Ge -0.979500 -1.874100 -1.661900 -1.1369 -1.1213 -1.4748 1.782
S -0.423500 4.361800 -1.112700 0.1442 -0.0280 -0.2105 -0.076
S 2.280300 -0.566900 1.469200 -0.2746 0.1791 -0.2722 -0.485
S -0.977400 1.433700 -1.519100 -0.0774 -1.1429 0.1985 -0.534
S 2.100300 0.523200 -1.451400 -0.1966 0.0268 0.5274 0.015
O -0.621800 -1.415400 1.435600 0.0639 -0.2293 -0.8407 -0.367
N 4.909800 -0.232900 1.263300 -0.5035 0.1208 -0.4468 0.219
N -0.168600 1.347900 1.302700 -0.2772 -1.5723 -0.1253 1.107
N 4.768100 0.421900 -1.446700 -0.5125 -0.2882 0.5653 0.498
N -0.136100 2.563000 0.755300 0.1205 1.7435 0.2007 -0.624
C 3.713700 -0.129500 0.628600 0.4703 -0.2574 0.4448 0.509
C -0.913200 -6.437300 -0.258700 -0.0509 -0.0902 -0.0576 -0.566
C 6.612400 3.553900 -4.341500 0.0715 0.0978 -0.0405 -0.740
C 6.811500 1.218100 3.846300 -0.1215 -0.0805 -0.0318 -0.291
C 1.490300 -2.099400 -3.344700 0.2056 -0.1617 -0.3096 -0.102
C 3.637600 0.217100 -0.724300 0.3339 0.1604 -0.5447 -0.506
C 3.574300 -2.412800 -4.575800 0.2235 -0.0707 0.0959 -0.887
C 4.478200 4.297100 -3.547600 -0.0815 0.0359 0.0492 -0.811
C -3.162500 6.265600 0.099600 -0.0386 -0.1629 -0.0646 -0.585
C -3.868600 4.251900 1.863300 -0.0081 -0.0116 0.0836 -0.803
C 5.996100 0.680000 -0.730700 0.3081 -0.0355 0.5155 -0.742
C -1.618200 -6.022700 -1.375800 -0.0484 -0.1266 -0.0466 -0.750
C -0.377900 -1.070000 5.504200 0.0163 0.1433 0.0233 -0.969
C -2.891800 -1.529600 -2.140200 0.6282 0.0483 0.2824 -1.502
C 2.211300 -2.049200 -4.569100 -0.1568 -0.0568 0.4328 1.149
C 7.321100 2.439400 4.254000 0.0595 0.1167 0.0367 -0.635
C -0.490200 2.723600 -0.465400 0.1442 -0.1024 0.3698 0.101
C -0.747700 -2.363000 3.526800 -0.0017 0.0014 -0.1609 -0.807
C -4.088800 5.577300 2.203000 -0.0226 -0.0037 0.0428 -0.465
C 4.188100 3.015300 -3.117200 0.0096 -0.0274 -0.0231 -0.341
C 4.772700 0.580900 -2.882700 -0.0103 0.2159 -0.3976 -1.425
C -3.293400 3.934500 0.647300 -0.0307 0.0143 -0.1194 -0.007
C 0.226300 -1.277400 -5.705100 0.3332 0.0070 -0.2920 -1.001
C 3.504800 -2.826600 -2.213700 -0.2979 0.0056 0.2341 -0.967
C 5.621000 1.155700 3.135400 0.0676 -0.0456 0.0914 0.524
C 6.324300 2.271500 -3.909700 -0.1040 -0.0898 0.0200 -0.237
C 6.112000 -0.263100 0.466900 0.3021 0.0297 -0.5257 -0.916
C -3.748400 6.581500 1.312100 -0.0013 0.0598 0.0736 -0.547
C -0.525000 -1.227100 2.699500 -0.0182 0.3598 1.0302 -0.412
C -2.923700 4.938600 -0.241700 -0.2345 0.0731 0.0444 0.739
C -0.481600 -1.318400 -4.496700 -0.1927 -0.0782 0.3966 -0.663
C -0.210300 0.030400 3.330700 -0.0864 -0.6846 -0.2421 1.060
C 5.042700 -0.169600 2.701600 0.0241 -0.0333 0.3504 -1.267
C 4.951300 2.334200 2.827100 0.0017 -0.0379 -0.0046 -0.077
C 4.210600 -2.790100 -3.424500 0.0233 0.0472 -0.4012 -0.817
C 2.179100 -2.489000 -2.179000 0.1905 -0.2273 0.1579 0.524
C -0.172600 0.050300 4.741000 0.0211 0.1046 -0.0484 -0.921
C -0.662400 -2.292600 4.887800 -0.0044 -0.0142 -0.2026 -0.686
C 0.120600 -1.743600 -3.339000 -0.4647 0.3042 0.8482 0.592
C 1.548500 -1.626800 -5.739200 -0.2879 0.0968 -0.0848 -1.096
C 6.647600 3.609000 3.945000 0.0749 0.0014 0.0604 -0.421
C -0.171300 -4.184100 0.103200 0.0942 0.0781 0.1383 0.130
C 0.452600 2.489800 3.321900 0.1474 0.0769 -0.1002 -1.947
C -0.889300 -3.764300 -1.003800 0.1305 1.1041 0.0505 0.282
C -1.607200 -4.690700 -1.744100 -0.0609 0.2008 -0.1323 -0.377
C -2.212200 4.599200 -1.509100 0.4190 -0.1823 0.2343 -1.131
C 5.461900 3.554800 3.229500 -0.0688 0.0570 -0.0355 -0.884
C 5.104400 1.989100 -3.310900 0.0550 -0.0901 -0.0545 0.648
C 0.019100 1.247200 2.601600 -0.1133 0.9038 -0.3257 0.552
C 5.683800 4.566300 -4.173900 0.0838 0.0206 0.0190 -0.395
C -0.187000 -5.517200 0.475900 0.1175 -0.0021 0.1221 -0.998
H 6.839200 0.528500 -1.408900 -0.0850 0.0312 0.0794 0.507
H 4.102400 -2.393300 -5.517100 0.1209 0.0115 -0.1095 0.441
H 1.640800 -2.502300 -1.235800 0.1130 -0.0771 -0.0049 -0.448
H 7.041900 4.561100 4.266400 0.0379 0.0755 0.0163 0.395
H 6.957400 0.035300 1.089800 -0.0662 -0.0155 -0.0616 0.480
H -0.989800 -3.284900 3.020400 -0.0140 -0.0964 -0.0562 0.546
H 5.255400 -3.065500 -3.443400 0.0693 -0.0407 -0.0381 0.469
H -0.002100 0.987000 5.242400 0.0995 0.1173 0.0637 0.476
H -0.279200 -0.955800 -6.603300 -0.0090 0.0270 -0.0847 0.433
H -3.494300 -1.544500 -1.234400 0.0187 -0.0013 0.0785 0.392
H -2.901300 7.052400 -0.592500 0.0743 0.0949 -0.0786 0.360
H 3.785400 0.292500 -3.254700 0.1780 -0.0825 -0.0357 0.291
H 7.335100 0.306600 4.095800 0.0651 -0.1222 0.0212 0.400
H 6.012600 1.720200 -0.379100 0.0495 -0.0663 -0.0941 0.303
H 0.389100 -3.468100 0.690400 0.0478 -0.0398 0.0204 0.563
H 5.515400 -0.114400 -3.292300 -0.1553 0.0359 0.0098 0.537
H -3.139500 2.898300 0.378600 0.0222 -0.1142 -0.0222 0.476
H 0.842100 3.200600 2.597600 -0.0564 -0.0250 0.1535 0.419
H 3.758300 5.086400 -3.398800 -0.1003 0.0964 -0.0084 0.442
H -0.330300 -1.012300 6.580500 -0.0076 0.0788 0.0718 0.442
H -0.826800 -3.173300 5.489500 -0.0242 -0.0977 0.0221 0.474
H -4.147200 3.463800 2.547500 -0.0470 -0.0621 0.0532 0.439
H 7.045100 1.479400 -4.056300 0.0819 -0.0984 -0.0314 0.391
H 4.014000 -3.127900 -1.309300 -0.0060 -0.0328 0.1092 0.522
H -0.931600 -7.476300 0.032000 0.0178 -0.0998 0.0465 0.395
H 6.277900 -1.287600 0.109400 0.0727 0.0638 0.0492 0.314
H 2.110400 -1.570100 -6.659300 0.0304 -0.0258 -0.1433 0.440
H -3.937300 7.614300 1.563400 -0.0109 0.0860 0.0269 0.388
H 4.932900 4.466500 2.993700 -0.0445 0.0612 -0.0316 0.442
H 4.048700 -0.303900 3.138000 0.1782 -0.0893 0.0066 0.275
H -0.395300 2.957000 3.818600 -0.0759 0.0485 0.1174 0.347
H -2.184000 -6.729500 -1.962800 -0.0414 -0.1162 -0.0351 0.430
H 0.371200 -5.831900 1.345000 0.0566 -0.0757 0.0837 0.442
H -3.264700 -2.304800 -2.805000 0.0727 -0.1114 -0.0677 0.448
H 4.021900 2.287900 2.276500 -0.1356 0.0220 -0.0929 0.574
H 8.242400 2.478600 4.815900 0.0726 -0.0027 0.0278 0.398
H -1.521800 -1.026300 -4.491300 -0.1037 0.0505 -0.0113 0.391
H -3.020500 -0.563200 -2.621500 0.0557 0.0688 -0.0151 0.422
H -2.155400 -4.366400 -2.616400 -0.1230 -0.0715 -0.1293 0.261
H -2.239300 5.415000 -2.228000 0.0000 -0.0643 -0.0713 0.520
H 7.561600 3.761000 -4.810000 0.0986 0.0301 -0.0809 0.404
H 5.900100 5.562100 -4.528300 0.0304 0.1075 -0.0096 0.399
H 5.683400 -0.989600 3.036900 -0.0800 -0.0048 0.0484 0.472
H -4.531800 5.824600 3.155700 -0.0631 0.0304 0.0705 0.395
H -2.554200 3.673700 -1.968300 -0.1413 0.1122 -0.0995 0.353
H 1.222600 2.266400 4.054000 -0.0185 -0.1009 0.1239 0.585
H 3.240500 2.799500 -2.645200 -0.1277 0.0199 0.0471 0.522
```
Positions in Å, forces in eV/Å.

The value obtained for the gap between HOMO and LUMO (alpha / beta) is 6.36 / 4.48 eV. Its spin multiplicity is 6. The calculation puts the HOMO energy (alpha / beta) at -9.42 / -10.35 eV. The calculation puts the calculated total energy at -6045.805460 Ha. For the energy above the lowest of the compared OMol25 structures with the same formula, charge and spin, the calculation gives 1.470 eV. As for the net charge: +1. The value obtained for the LUMO energy (alpha / beta) is -3.064 / -5.868 eV.

=====

# 2
The following is a quantum chemistry calculation of C51H47KN14O6 as an isolated structure, from OMol25.

XYZ file:
```
119
Properties=species:S:1:pos:R:3:forces:R:3:mulliken_charge:R:1
K -0.848771 0.697664 -0.162492 0.1770 -0.2464 -0.7672 1.124
O -1.988644 5.543427 6.411537 -1.5155 0.9080 0.3151 -0.474
O -4.545795 2.521585 1.727141 0.9678 -0.7522 0.2370 -0.706
O 7.398395 1.379054 -1.819219 2.4892 -0.4028 -0.0487 -0.404
O 0.565119 -7.167709 5.344317 0.2164 -1.0349 0.5349 -0.494
O -3.213028 2.903620 0.124184 1.3452 -0.1534 -0.5180 -0.499
O 0.055582 -3.743856 -8.361236 0.9895 -0.2696 0.6512 -0.480
N -6.003898 4.370121 -1.972533 -0.3935 1.3885 0.4529 -0.588
N -3.097377 -1.313568 1.622493 1.7856 -1.5198 0.6391 -0.050
N -5.217512 2.343810 -1.921206 0.9389 -0.2717 0.5099 -0.603
N -3.545372 0.761265 0.660797 0.9112 -0.3383 1.7246 -0.540
N 1.232544 2.189018 0.215169 -0.7725 -2.0004 3.6710 -0.236
N -3.696851 2.117769 0.901761 -2.8403 -0.3075 0.2839 0.957
N -3.666098 4.175357 -2.370821 -0.2681 -1.1062 1.5854 -0.841
N -0.140152 -2.039876 -0.521055 0.2990 0.1998 0.0417 0.753
N -7.036838 3.593667 -1.678288 1.0647 0.5454 -0.2479 -0.377
N -4.950477 3.624033 -2.040045 -0.1325 -0.0221 -0.8996 1.208
N 1.344385 0.106657 -2.669838 -0.3845 2.2213 -0.6593 -0.311
N 0.251475 -0.110066 1.914059 0.4094 -1.2934 -0.0760 -0.599
N -3.255698 0.462406 3.070430 -1.1760 1.1859 -0.6146 -0.302
N -2.938187 -1.851391 0.299565 -0.8957 -0.0108 0.7369 -0.858
C -0.592933 -4.803277 2.843379 -0.5090 1.9766 -1.3038 -0.519
C 0.038475 -2.718187 -1.730899 0.0184 2.0462 -0.5792 -0.048
C 8.226258 0.790958 -2.766071 0.5736 -2.0295 0.8783 -0.856
C -0.446469 2.748083 -4.145504 -2.9626 -2.4873 -0.2155 -1.862
C 0.329070 2.270692 2.550705 0.6489 -0.1497 -1.4964 0.343
C 5.649660 2.629733 -1.239460 -0.3367 0.9769 0.2977 -0.970
C 0.543861 -4.262129 -0.106552 -1.5922 1.5843 -0.5787 -1.730
C 1.184959 4.357188 -0.249161 -0.4323 -0.5688 0.1881 -1.949
C 3.438013 2.266571 -2.065475 -2.9195 -1.9381 -1.1664 0.288
C 1.432899 2.990927 -0.738208 0.2877 3.0144 -1.2534 0.702
C 6.179962 1.781522 -2.146198 -1.4746 -0.6745 -0.5223 1.000
C 1.104939 -2.452624 -6.518912 0.9884 0.8445 -0.5168 -0.897
C 0.120504 0.898886 2.839066 -0.5095 -1.3539 0.3065 0.589
C 3.921890 1.395888 -3.040721 2.8521 1.1519 -0.1951 -0.910
C 1.385911 -3.967261 3.790837 0.8515 0.1380 -0.7807 0.173
C -2.168029 4.009483 4.665804 -1.9155 0.4014 -2.0407 -1.112
C -0.841987 -3.473862 -4.781212 2.3952 1.3270 -0.6523 -0.761
C -6.501260 2.378181 -1.637216 -0.6478 -0.7862 -0.5780 -0.044
C -1.646775 3.251171 3.639444 3.8328 0.3402 0.3969 0.789
C 0.345419 -4.114748 -1.440640 0.8216 -0.8071 0.7324 -0.967
C 5.347381 1.183788 -3.059319 -2.1630 -1.2434 -2.0816 -0.360
C 1.000281 -4.815969 -8.560794 0.0802 0.3873 0.4057 -0.813
C 0.077444 -1.320450 2.502016 0.3784 1.6395 0.4899 -0.020
C 0.088725 -1.988913 -2.907312 0.1381 -0.4685 0.6194 0.167
C -1.409516 6.012726 7.620321 -0.6835 -0.0037 -1.2950 -0.898
C -0.179621 3.167140 3.568161 -2.6181 0.6745 0.5992 -0.686
C 0.535117 -6.076984 4.498376 -0.7435 0.3581 1.1663 1.052
C 1.067979 -2.075626 -5.174555 1.5415 -0.3420 0.7385 -0.250
C -0.259062 0.309200 4.120614 0.8990 -0.2423 -0.1759 -1.451
C -0.847987 -3.759044 -6.133153 -0.0677 -0.7204 -1.0946 -0.377
C 0.398960 -3.812941 2.833193 -1.4011 0.1130 -0.6269 -0.689
C -0.928500 0.342656 -3.105153 -2.4850 1.5450 0.2072 -1.244
C 0.591507 3.974674 4.375857 0.3592 -0.9870 -0.8192 -0.141
C -0.601375 -8.036672 5.460875 1.2706 2.3248 0.5558 -0.867
C -3.301683 0.000882 1.792305 -0.4429 1.1895 0.1669 0.498
C -0.237436 -1.104971 3.911134 0.1716 1.2436 -0.4329 -0.609
C -0.540046 -5.909060 3.636355 0.8781 -0.2700 -0.2690 -0.504
C -0.005114 4.752176 5.335495 0.0549 1.9378 1.1444 -0.705
C -0.408289 1.788346 -2.893936 0.7516 -0.4437 -0.9907 2.298
C 4.313788 2.832500 -1.180496 -0.5782 0.5250 1.1076 -0.294
C 0.136319 -0.437990 -2.920945 0.3405 -3.4854 0.2215 0.280
C -1.371681 4.821441 5.467287 0.8552 -1.4830 0.2867 0.651
C 0.736611 4.264969 1.080776 0.9574 3.0325 -1.4375 -0.074
C 1.950932 2.365807 -2.013426 0.7887 2.1031 1.1821 -0.340
C 0.812326 2.918524 1.372607 -0.4097 -3.6186 0.5938 -0.105
C 0.196986 -2.853404 0.470087 0.6656 -2.2378 1.1294 0.183
C 0.255392 -2.639428 1.870199 -0.2682 0.2796 0.0771 0.904
C 0.202004 -2.600927 -4.252709 -3.0506 -0.7172 -0.5377 0.226
C 0.135111 -3.278215 -7.025762 -0.9643 -0.6421 0.5338 0.410
C 1.480190 -5.034540 4.667414 -0.7589 -1.2192 -0.4742 -1.068
C 1.055759 1.473612 -2.535792 0.7956 -2.0513 0.2623 -0.124
H -1.233721 -6.680491 3.422940 -0.6853 -0.6475 0.3082 0.333
H 6.284130 3.127857 -0.555231 0.6481 0.1530 0.8192 0.410
H -1.565905 -3.869587 -4.140801 -1.0834 -0.4576 0.9131 0.570
H -1.016565 7.039093 7.461214 0.1661 -0.7248 0.4548 0.284
H 1.278472 5.182299 -0.912758 -0.0028 0.9060 -0.0648 0.520
H -0.182631 2.269981 -5.092877 0.4584 -0.1883 0.2587 0.400
H -3.665016 1.383291 3.350217 0.6984 -1.4879 -0.7880 0.248
H 2.197911 -3.293884 3.634528 0.5908 0.6675 0.7364 0.494
H -2.119181 2.792842 2.771666 -0.4753 0.1645 0.8154 0.546
H -2.439509 -1.858001 2.286114 -1.5288 1.6447 -0.9106 0.266
H -1.578518 -4.415034 -6.653185 0.2236 0.4003 0.8462 0.307
H 7.883074 -0.208896 -3.146206 -0.3120 0.9568 -0.0060 0.273
H -2.969230 -1.014698 -0.254630 0.1472 0.0213 -1.0139 0.489
H 0.554679 -4.900077 -2.145707 -0.1731 -0.0171 -0.4032 0.501
H 0.650746 -5.200793 0.441256 0.4101 0.4910 -0.1765 0.361
H -7.098060 1.498647 -1.532414 -0.0208 -0.3575 0.2600 0.467
H 8.519476 1.439812 -3.571410 0.0103 0.4002 -0.4944 0.331
H 3.231158 1.053560 -3.812459 0.5524 -0.3504 0.3572 0.315
H 1.663958 3.964047 4.200215 -0.0788 0.0680 0.2576 0.460
H -3.043210 3.340534 -2.270883 -0.5631 0.6383 -0.4413 0.384
H 9.088000 0.493489 -2.154095 0.2808 0.3313 -0.4536 0.263
H 1.998959 -4.514690 -8.201641 -0.2804 -0.0782 -0.2927 0.316
H -2.253548 5.997644 8.294156 -0.1665 0.5231 0.3726 0.254
H 0.738666 -5.742806 -8.044408 -0.3232 0.1650 0.4191 0.284
H -0.331478 0.979973 5.017227 -0.1258 -1.2809 -0.6571 0.250
H -0.270250 -1.982011 4.547806 -0.3278 0.5648 0.5662 0.523
H 0.511059 5.122191 1.780839 0.1102 -1.2187 -1.0133 0.383
H -0.455766 -8.737694 6.268127 0.4391 -0.1845 -0.0113 0.234
H 0.537411 5.486768 5.949770 0.2094 -0.6015 -0.2968 0.369
H -1.435758 -4.565092 2.168521 0.3526 -0.7454 0.3416 0.328
H -2.007597 -0.023193 -3.089830 1.5861 0.7084 -0.2058 0.260
H 1.918140 -2.041878 -7.142039 -0.5298 -0.3277 0.1787 0.374
H -3.435154 4.667709 -1.484506 -0.0393 -0.0224 -0.7628 0.387
H -1.435038 -7.412411 5.692460 -0.8249 0.5297 0.4621 0.382
H -2.716928 -0.056588 3.729132 0.4836 -0.2029 0.3947 0.330
H 1.855678 -1.524770 -4.640812 -0.1162 0.4126 -1.0614 0.522
H 1.027134 -5.093524 -9.604783 0.0111 0.3869 -0.4456 0.288
H -1.579012 2.843840 -4.244991 1.2502 0.6885 -0.2235 0.469
H -0.848896 -8.469068 4.546146 -0.0623 -1.2453 -1.5583 0.324
H -3.245004 4.203189 4.556323 0.2921 -0.0804 0.7868 0.370
H 5.698720 0.478916 -3.843311 0.0980 0.4842 0.7485 0.169
H 0.056284 3.666832 -4.039878 0.5486 1.1079 0.4768 0.422
H -0.947546 2.411480 -2.179174 0.0230 -0.2206 0.6772 -0.847
H 3.951229 3.306001 -0.292769 -0.4469 0.7085 0.1593 0.345
H -2.011909 -2.279895 0.236753 0.1135 0.5240 -0.1658 0.236
H 2.287514 -5.128345 5.389616 -0.1444 -0.0240 -0.1709 0.386
H -0.746637 5.259945 7.988317 1.1302 -0.0859 0.2819 0.435
```
Positions in Å, forces in eV/Å.

The value obtained for the gap between HOMO and LUMO is 4.31 eV. Its spin multiplicity is 1. The calculation puts the HOMO energy at -0.74 eV. The calculation puts the calculated total energy at -3789.204157 Ha. For the energy above the lowest of the compared OMol25 structures with the same formula, charge and spin, the calculation gives 3.648 eV. As for the net charge: -2. The value obtained for the LUMO energy is 3.574 eV.

=====

Which of these has the lowest calculated total energy? C51H47GeN4ORhS4